#i
16
Properties=species:S:1:pos:R:3:lowdin_charge:R:1 method="wB97M-V/def2-TZVPD" spin_multiplicity=1 lumo_ha=0.0281 smiles="NC(=O)CCCS" gap_ev=9.60 homo_ev=-8.83
H -2.874 2.251 0.461 -0.191
H -0.195 -0.603 -1.694 0.105
C 0.014 0.265 -1.108 -0.291
C 0.717 -0.664 0.923 -0.593
H 0.415 -2.550 1.281 0.148
C -1.267 0.697 -0.383 -0.481
H 1.554 1.267 0.124 0.121
H 1.893 -2.378 0.673 0.117
H -1.323 0.042 0.488 0.030
O 0.236 -0.425 1.999 0.072
H 0.222 1.055 -1.934 0.138
H 2.172 -0.250 -0.664 0.152
H -2.156 0.592 -1.022 0.070
N 0.958 -1.943 0.550 0.095
S -1.568 2.354 0.552 0.648
C 1.201 0.288 -0.247 -0.142

***

#ii
16
Properties=species:S:1:pos:R:3:lowdin_charge:R:1 method="wB97M-V/def2-TZVPD" spin_multiplicity=1 lumo_ha="-0.0064 / -0.0013" gap_ev="7.38 / 9.06" homo_ev="-7.55 / -9.10"
H 1.219 -1.094 -0.553 0.141
H -0.875 -1.049 -2.043 0.150
H 1.176 0.376 -1.398 0.128
H -1.198 -1.854 0.327 0.051
S -1.760 0.193 1.334 0.890
C -1.777 -1.073 -0.013 -0.358
C 0.532 -0.170 -0.673 -0.321
C 2.120 0.867 0.966 -0.144
H 2.824 0.026 0.831 0.055
H -2.719 -1.162 -0.383 0.049
H 2.278 0.970 2.071 0.073
H 2.421 1.883 0.365 0.137
N 0.754 0.602 0.478 -0.120
C -0.940 -0.357 -1.097 -0.240
O -2.567 1.310 0.906 -0.551
H -1.488 0.529 -1.118 0.059

***

#i is preferred energetically. Next in line: 3.392 eV higher.

***

#i
16
Properties=species:S:1:pos:R:3:lowdin_charge:R:1 method="wB97M-V/def2-TZVPD" spin_multiplicity=1 lumo_ha=0.0287 smiles="O=CNCCCS" gap_ev=9.87 homo_ev=-9.09
H 1.351 0.332 -2.191 0.120
H 0.016 2.132 -0.463 0.127
H 0.701 -0.802 1.798 0.111
H 1.063 -1.639 -0.609 0.122
O 1.873 2.441 -1.275 0.071
C -1.276 -0.687 0.548 -0.588
C 1.108 -0.585 -0.311 -0.187
C 0.921 1.774 -0.966 -0.355
S -2.663 -0.393 1.685 0.663
H 0.048 0.676 1.166 0.083
H -1.474 0.033 -0.242 0.048
H 2.129 -0.311 -0.015 0.115
N 0.773 0.432 -1.358 -0.015
C 0.215 -0.374 0.921 -0.239
H -3.419 -1.283 0.997 -0.135
H -1.366 -1.745 0.315 0.060

***

#ii
16
Properties=species:S:1:pos:R:3:lowdin_charge:R:1 method="wB97M-V/def2-TZVPD" spin_multiplicity=1 lumo_ha=0.0275 gap_ev=9.73 homo_ev=-8.98
H -1.431 1.880 0.349 -0.026
C 2.138 -0.922 -0.963 -0.016
C 2.292 -1.125 0.541 -0.189
C 2.337 0.118 -0.163 -0.077
H -3.018 1.912 0.659 0.017
H -0.433 -0.130 -1.428 0.053
H 1.669 -1.534 -1.648 0.065
O -0.865 -0.933 1.040 -0.535
C -2.128 1.391 0.872 -0.205
H 3.174 -1.559 0.777 0.034
N -1.464 0.057 -1.282 -0.220
H -2.001 1.530 1.971 0.063
H -2.114 0.141 -2.028 0.020
S -2.019 -0.457 0.308 0.849
H 1.358 -1.528 1.068 0.089
H 2.506 1.158 -0.072 0.080

***

#i is preferred energetically. Next in line: 4.041 eV higher.